This record from the Open Molecules 2025 dataset describes 2 unconnected molecules or ions with the total composition C5H9N3 in a non-equilibrium geometry. The level of theory is ωB97M-V/def2-TZVPD.

Summary:
Energy, hartree: -360.08788
ΔE to the lowest compared entry with this formula, charge and spin, eV: 2.976
Highest occupied orbital energy, eV: -9.30
M, g/mol: 111.15
Max |F|, eV Å⁻¹: 3.6
HOMO-LUMO gap, eV: 9.498

The geometry in XYZ format:
```
17
C5H9N3 ωB97M-V/def2-TZVPD
C 2.0239 -0.5890 -0.5080
C -1.7326 0.6413 -0.3905
C -0.6010 -0.9864 1.6138
C 0.8713 0.3545 -0.3652
C -0.4743 -0.2869 -0.5755
N -0.4480 -0.2161 2.4763
N 1.1156 1.5234 0.0489
N -0.5081 -1.3138 -1.3326
H 0.0576 0.3516 3.1298
H 0.3006 2.1208 0.1910
H -1.4301 -1.7205 -1.4706
H 1.7657 -1.5621 -0.0587
H 2.9115 -0.1778 -0.0469
H 2.2153 -0.7241 -1.5832
H -1.7922 1.2439 -1.2967
H -1.6519 1.3124 0.4575
H -2.6233 0.0289 -0.2893
```

=====

This record from the Open Molecules 2025 dataset describes 2 unconnected molecules or ions with the total composition C6H11N2 in a non-equilibrium geometry. The level of theory is ωB97M-V/def2-TZVPD.

Summary:
Total charge: +1
Energy, hartree: -344.30275
ΔE to the lowest compared entry with this formula, charge and spin, eV: 5.779
Highest occupied orbital energy, eV: -13.45
M, g/mol: 111.17
Max |F|, eV Å⁻¹: 4.6
HOMO-LUMO gap, eV: 7.728

The geometry in XYZ format:
```
19
C6H11N2 ωB97M-V/def2-TZVPD
C 3.1069 -0.8436 -0.2964
C 2.8827 0.1398 0.5324
C -0.8012 -1.2335 0.3142
C -2.1685 -0.4808 -0.1031
C -1.2431 1.7653 -0.4464
C -0.0247 0.9031 -0.2008
N 0.0837 -0.2500 0.0127
N -2.2018 0.9672 0.2021
H 2.6575 -1.0436 -1.3137
H 3.8288 -1.6074 -0.1491
H 2.0951 0.8563 0.3084
H 3.3206 0.2495 1.4696
H -0.7865 -1.4972 1.2908
H -0.7438 -2.2211 -0.2942
H -2.1522 -0.6386 -1.1955
H -2.9432 -0.8955 0.4498
H -1.3926 2.9114 -0.1405
H -1.1928 1.8076 -1.6074
H -2.3251 1.1111 1.1672
```

=====

This record from the Open Molecules 2025 dataset describes a single C19H20N2O4 molecule. The level of theory is ωB97M-V/def2-TZVPD.

Summary:
Energy, hartree: -1146.52353
ΔE to the lowest compared entry with this formula, charge and spin, eV: 1.683
Highest occupied orbital energy, eV: -8.41
M, g/mol: 340.38
Max |F|, eV Å⁻¹: 0.9
SMILES: CCn1c(=O)cc(OCC(=O)NCc2ccc(C)o2)c2ccccc21
HOMO-LUMO gap, eV: 8.764

The geometry in XYZ format:
```
45
C19H20N2O4 ωB97M-V/def2-TZVPD
C 5.7204 0.8489 1.0245
H 6.5210 0.8918 1.7580
H 5.9386 0.0584 0.3098
H 5.6862 1.7964 0.4928
C 4.3882 0.6096 1.7284
N 3.2845 0.5410 0.7837
C 3.0221 -0.6045 0.0768
C 3.7825 -1.7728 0.2377
C 3.4920 -2.9120 -0.4780
C 2.4383 -2.9369 -1.3858
C 1.6804 -1.8050 -1.5647
C 1.9552 -0.6368 -0.8465
C 1.1685 0.5579 -1.0313
C 1.4594 1.6688 -0.3178
C 2.5490 1.7159 0.6264
O 2.8297 2.7103 1.2734
H 0.8985 2.5855 -0.4024
O 0.1648 0.4435 -1.9405
C -0.5830 1.5950 -2.2611
H 0.0654 2.4321 -2.5425
H -1.1852 1.3161 -3.1317
C -1.5409 2.0639 -1.1569
O -1.9655 3.1970 -1.1253
N -1.8519 1.1069 -0.2652
H -1.5091 0.1690 -0.4096
C -2.8009 1.3228 0.8117
C -4.0700 0.5741 0.5784
C -5.1988 0.8973 -0.1120
C -6.0529 -0.2303 -0.0257
C -5.3848 -1.1652 0.7071
O -4.1759 -0.6841 1.0736
C -5.7609 -2.5372 1.1383
H -6.7510 -2.7787 0.7646
H -5.7627 -2.6066 2.2255
H -5.0470 -3.2667 0.7574
H -7.0311 -0.3284 -0.4496
H -5.3948 1.8231 -0.6122
H -2.9985 2.3968 0.8355
H -2.3506 1.0026 1.7559
H 0.8603 -1.7923 -2.2650
H 2.2223 -3.8347 -1.9436
H 4.0955 -3.7956 -0.3319
H 4.6103 -1.7970 0.9259
H 4.4104 -0.2994 2.3327
H 4.1720 1.4593 2.3813
```

=====

This record from the Open Molecules 2025 dataset describes a single C2H5N3O3 molecule in a non-equilibrium geometry. The level of theory is ωB97M-V/def2-TZVPD.

Summary:
Energy, hartree: -468.99552
ΔE to the lowest compared entry with this formula, charge and spin, eV: 5.583
Highest occupied orbital energy, eV: -9.39
M, g/mol: 119.08
Max |F|, eV Å⁻¹: 5.6
SMILES: CN/N=[N+](\[O-])OC=O
HOMO-LUMO gap, eV: 9.866

The geometry in XYZ format:
```
13
C2H5N3O3 ωB97M-V/def2-TZVPD
C 0.5684 -3.7328 0.0952
C 0.0193 0.9338 0.3761
N 0.1083 0.1098 -0.7853
N 0.1026 -1.2398 -0.5647
N 0.2151 -1.9850 -1.5293
O 0.9460 -4.7787 0.4799
O 0.4008 -3.3561 -1.1859
O 0.1904 -1.6870 -2.7277
H 0.3222 -2.7035 0.7155
H 0.3252 1.9661 0.1352
H -0.9796 0.7870 0.7615
H 0.8929 0.7427 0.9986
H -0.3853 0.4708 -1.5441
```

=====

This record from the Open Molecules 2025 dataset describes a gas-phase ion, C6H14N3 (charge +1) in a non-equilibrium geometry. The level of theory is ωB97M-V/def2-TZVPD.

Summary:
Total charge: +1
Energy, hartree: -400.86291
ΔE to the lowest compared entry with this formula, charge and spin, eV: 5.099
Highest occupied orbital energy, eV: -13.43
M, g/mol: 128.20
Max |F|, eV Å⁻¹: 4.1
HOMO-LUMO gap, eV: 10.062

The geometry in XYZ format:
```
23
C6H14N3 ωB97M-V/def2-TZVPD
C -1.5582 -0.8574 -0.0526
C -0.3886 -1.7047 0.1744
C -1.3654 0.2468 -1.0258
C 0.8219 -1.0625 0.7819
C -0.2426 1.2128 -0.5981
C 1.4012 0.0114 -0.0737
N 2.5559 0.6734 0.2900
N 2.4639 -0.0161 -0.9612
N -0.6559 1.7074 0.7224
H -2.2107 -1.5351 -0.5915
H -2.0770 -0.5722 0.8280
H -0.6892 -2.4598 0.8346
H -0.0697 -2.1754 -0.7503
H -1.1097 -0.2032 -2.0857
H -2.3106 0.8816 -1.2319
H 0.4556 -0.6855 1.8373
H 1.3740 -1.8757 1.0953
H -0.0209 2.1099 -1.2969
H 2.7389 1.6134 0.1846
H 2.9599 -0.8308 -0.9240
H -0.3677 1.1442 1.4587
H -1.6377 1.8167 0.6432
H -0.0673 2.5609 0.7413
```

=====

This record from the Open Molecules 2025 dataset describes a molecular structure, C37H31BCrF6O5S in a non-equilibrium geometry. The level of theory is ωB97M-V/def2-TZVPD.

Summary:
Total charge: +3
Spin multiplicity: 4
Energy, hartree: -3870.37244
ΔE to the lowest compared entry with this formula, charge and spin, eV: 0.326
Expectation value of S²: 4.130
Highest occupied orbital energy (alpha / beta), eV: -17.22 / -16.77
M, g/mol: 764.51
Max |F|, eV Å⁻¹: 5.4
HOMO-LUMO gap (alpha / beta), eV: 5.518 / 5.074

The geometry in XYZ format:
```
82
C37H31BCrF6O5S ωB97M-V/def2-TZVPD
C 5.3032 -2.4261 -1.1523
C 3.9450 -1.8555 -1.0321
C 3.2550 -1.1857 -2.0327
C 1.9181 -0.8710 -1.6657
C 1.5481 -1.4082 -0.4166
B 1.7359 3.4989 0.6463
C 0.2832 -2.0029 -0.1249
C 0.1246 -3.0063 0.8481
C -1.1424 -3.4918 1.1272
C -1.3109 -4.4919 2.2334
F -2.3724 -5.3276 2.0366
F -0.2028 -5.2765 2.3892
F -1.5099 -3.8734 3.4530
C -2.2550 -3.0466 0.4159
C -2.0883 -2.0538 -0.5354
C -3.2880 -1.5231 -1.2733
F -3.1958 -0.1641 -1.4787
F -3.4409 -2.1031 -2.5032
F -4.4502 -1.7357 -0.5774
C -0.8410 -1.5313 -0.8261
O 2.8228 3.4416 1.4950
C 3.9671 3.8275 0.6643
C 4.6279 5.0697 1.2376
C 4.9692 2.6907 0.7747
C 3.3243 4.0962 -0.7774
C 3.7546 5.3653 -1.5004
C 3.4461 2.8678 -1.6805
O 1.9101 4.2780 -0.5003
S 2.9931 -2.0031 0.3962
H 5.5331 -2.5456 -2.2200
H 6.0624 -1.7619 -0.7110
H 5.3643 -3.4055 -0.6584
H 3.7182 -1.0177 -3.0051
H 1.2224 -0.3559 -2.3240
H 0.9864 -3.3911 1.3993
H -3.2435 -3.4540 0.6233
H -0.7240 -0.7124 -1.5279
H 5.4979 5.3718 0.6401
H 3.9345 5.9139 1.3011
H 5.0157 4.8530 2.2383
H 5.8393 2.8573 0.1303
H 5.3452 2.6486 1.8067
H 4.5241 1.7198 0.5384
H 4.8218 5.3950 -1.7462
H 3.2089 5.4571 -2.4454
H 3.5259 6.2672 -0.9229
H 4.4844 2.7227 -2.0096
H 3.0985 1.9651 -1.1634
H 2.8093 3.0038 -2.5643
O -5.5128 6.6644 1.2318
C -4.3696 6.4530 1.2231
Cr -2.4927 6.1722 1.4257
C -2.9378 4.9187 2.7484
O -3.3571 4.2617 3.6179
C -2.6543 7.5497 2.7468
O -2.9080 8.3128 3.5888
C -1.3618 7.1615 -0.1252
C -2.2777 6.2507 -0.6829
C -2.2744 4.8961 -0.2357
C -1.0725 4.3726 0.3891
C -0.6783 3.0425 0.3686
C 0.5252 2.4255 0.6282
C 0.5574 0.9892 0.8560
C -0.6255 0.4538 1.5035
C -0.6005 -0.4255 2.6275
C -1.7707 -0.8061 3.2790
C -3.0191 -0.4155 2.7931
C -3.0704 0.4547 1.6991
C -1.9005 0.9129 1.1155
C -0.4800 5.3624 1.2552
C -0.4942 6.7198 0.8904
H -1.3759 8.2163 -0.4176
H -3.0270 6.5921 -1.4042
H -3.0708 4.2102 -0.5384
H 1.5060 0.4700 0.9570
H 0.3664 -0.7827 2.9941
H -1.7248 -1.4349 4.1686
H -3.9425 -0.7787 3.2641
H -4.0394 0.7689 1.3063
H -1.9464 1.7173 0.3416
H 0.1355 5.0226 2.0956
H 0.1588 7.4211 1.4204
```

=====

This record from the Open Molecules 2025 dataset describes a molecular structure, C2H3ClN3OP3 in a non-equilibrium geometry. The level of theory is ωB97M-V/def2-TZVPD.

Summary:
Energy, hartree: -1801.68238
ΔE to the lowest compared entry with this formula, charge and spin, eV: 2.380
Highest occupied orbital energy, eV: -9.90
M, g/mol: 213.44
Max |F|, eV Å⁻¹: 4.3
HOMO-LUMO gap, eV: 8.372

The geometry in XYZ format:
```
13
C2H3ClN3OP3 ωB97M-V/def2-TZVPD
C -2.7515 -0.3725 -0.3374
C -1.8487 -1.3163 -0.3154
N 3.4564 1.0234 0.0082
N 1.3528 0.1580 -1.2104
N 1.5291 2.2780 1.8998
O -0.4997 -1.1391 -0.2233
P 2.4084 1.2946 1.2213
P 2.9172 0.6052 -1.4365
P 0.2983 0.3174 -0.0893
Cl 1.9203 -0.6752 1.7156
H -3.8738 -0.5759 -0.3873
H -2.6738 0.7054 -0.6179
H -2.2351 -2.3031 -0.2274
```

=====

This record from the Open Molecules 2025 dataset describes a gas-phase ion, C22H20F6N (charge +1) in a non-equilibrium geometry. The level of theory is ωB97M-V/def2-TZVPD.

Summary:
Total charge: +1
Energy, hartree: -1504.01640
Highest occupied orbital energy, eV: -12.39
M, g/mol: 412.40
Max |F|, eV Å⁻¹: 4.4
SMILES: CC1=C[C@@H](C(c2ccc(C(F)(F)F)cc2)c2ccc(C(F)(F)F)cc2)C(C)=[N+]1C
HOMO-LUMO gap, eV: 7.972

The geometry in XYZ format:
```
49
C22H20F6N ωB97M-V/def2-TZVPD
C -2.7497 -2.2918 -2.2292
C -1.4707 -1.6327 -1.9539
C -1.0746 -0.3440 -1.5994
C 0.3442 -0.3498 -1.3493
C 0.7741 -1.6720 -1.7869
C 2.1077 -2.2434 -2.1011
N -0.3243 -2.3860 -2.0894
C -0.3366 -3.8041 -2.4988
H -3.5635 -1.5627 -2.2084
H -2.7887 -2.8233 -3.1962
H -2.9253 -3.0294 -1.4274
H -1.7320 0.5127 -1.5252
H 0.9657 0.4854 -1.7634
H 2.9093 -1.4926 -2.2407
H 2.4249 -2.9711 -1.3186
H 2.0293 -2.7985 -3.0726
H 0.6762 -4.1848 -2.6024
H -0.8551 -4.3701 -1.7349
H -0.8486 -3.9225 -3.4513
F -0.6787 -1.8107 5.6946
C -0.5107 -2.6285 4.6053
F 0.4691 -3.5286 4.9213
F -1.6633 -3.3541 4.4803
C -0.1719 -1.8272 3.3623
C 0.8514 -2.2317 2.5024
C 1.1655 -1.4245 1.4167
C 0.4011 -0.2578 1.1416
C 0.7535 0.5471 -0.0234
C 0.5519 2.0272 -0.0247
C 0.1217 2.8181 1.0812
C -0.0976 4.1858 0.9890
C 0.2898 4.8603 -0.1693
C -0.0209 6.3383 -0.3408
F 1.0062 6.9753 -0.9839
F -1.1447 6.5512 -1.0997
F -0.2194 6.9905 0.8434
C 0.9060 4.1639 -1.2058
C 1.0991 2.7773 -1.0972
C -0.6513 0.0772 2.0007
C -0.9164 -0.6746 3.1207
H 1.3678 -3.1812 2.6939
H 2.0727 -1.7031 0.8489
H 1.9002 0.3678 -0.1910
H 0.0159 2.3838 2.0799
H -0.5295 4.7315 1.8289
H 1.2406 4.7235 -2.0866
H 1.7610 2.3523 -1.8625
H -1.2162 1.0008 1.8326
H -1.7155 -0.3691 3.7901
```

=====

This record from the Open Molecules 2025 dataset describes a molecular structure, C10H14CdN2O4PS in a non-equilibrium geometry. The level of theory is ωB97M-V/def2-TZVPD.

Summary:
Total charge: +1
Energy, hartree: -1706.67886
Highest occupied orbital energy, eV: -12.21
M, g/mol: 401.69
Max |F|, eV Å⁻¹: 4.3
HOMO-LUMO gap, eV: 3.702

The geometry in XYZ format:
```
33
C10H14CdN2O4PS ωB97M-V/def2-TZVPD
C -2.8374 0.9997 -3.5548
C -1.4126 1.5245 -3.4687
S -0.3233 0.3237 -2.7281
C 0.4160 1.2401 -1.3946
C 0.8232 0.3279 -0.2654
P 2.0406 1.3744 0.6764
O 2.8245 2.1922 -0.2673
C 1.6273 -0.8854 -0.8431
O 2.8313 -0.9424 -0.6149
O 0.9893 -1.6584 -1.5720
N -0.2884 -0.0886 0.5720
O -1.0650 -1.1022 -0.1122
C 0.1286 -0.5905 1.8650
C 0.6616 -1.8463 1.9985
C 1.0259 -2.2694 3.2482
C 0.8362 -1.4198 4.3117
N 0.3306 -0.2113 4.2006
C -0.0216 0.1778 2.9774
H -3.4312 1.6224 -4.2001
H -2.8314 -0.0098 -3.9453
H -3.2729 0.9622 -2.5658
H -1.0302 1.6947 -4.4703
H -1.3607 2.4745 -2.9607
H 1.2972 1.7494 -1.8025
H -0.2339 2.0082 -0.9997
H 2.8311 0.4853 1.4184
H 1.2569 2.1621 1.5326
H -1.9386 -1.0930 0.3157
H 0.7997 -2.4913 1.1516
H 1.4457 -3.2380 3.4202
H 1.1105 -1.7477 5.2969
H -0.4594 1.1558 2.8723
Cd -2.7698 -2.8811 -0.0920
```

=====

This record from the Open Molecules 2025 dataset describes a single C4H9NO molecule. The level of theory is ωB97M-V/def2-TZVPD.

Summary:
Energy, hartree: -287.71012
ΔE to the lowest compared entry with this formula, charge and spin, eV: 3.329
Highest occupied orbital energy, eV: -7.15
M, g/mol: 87.12
Max |F|, eV Å⁻¹: 0.2
SMILES: C[NH+](C)/C=C/[O-]
HOMO-LUMO gap, eV: 7.458

The geometry in XYZ format:
```
15
C4H9NO ωB97M-V/def2-TZVPD
C -1.4458 -0.8690 -0.3885
N -0.3242 -0.2404 0.3600
C -0.5649 1.2198 0.4949
C 0.9608 -0.5849 -0.2950
C 2.1107 0.2053 -0.1941
O 3.2414 -0.1179 -0.5747
H -1.4047 -0.4913 -1.4110
H -2.4007 -0.6318 0.0914
H -1.2882 -1.9479 -0.3998
H -1.5766 1.3833 0.8744
H 0.1632 1.6379 1.1870
H -0.4328 1.6705 -0.4902
H 1.0225 -1.6400 -0.5317
H -0.3589 -0.6256 1.3108
H 1.9692 1.2347 0.2303
```

=====

This record from the Open Molecules 2025 dataset describes 2 unconnected molecules or ions with the total composition C3H6Cl2Si in a non-equilibrium geometry. The level of theory is ωB97M-V/def2-TZVPD.

Summary:
Spin multiplicity: 3
Energy, hartree: -1327.67680
ΔE to the lowest compared entry with this formula, charge and spin, eV: 0.000
Expectation value of S²: 2.016
Highest occupied orbital energy (alpha / beta), eV: -7.52 / -9.75
M, g/mol: 141.07
Max |F|, eV Å⁻¹: 1.8
HOMO-LUMO gap (alpha / beta), eV: 8.373 / 7.870

The geometry in XYZ format:
```
12
C3H6Cl2Si ωB97M-V/def2-TZVPD
C 0.9966 -0.2292 -0.3184
C 0.3936 0.6904 0.4157
C 2.4880 -0.1995 -0.6046
Si -2.8569 0.0879 0.6338
Cl -3.9047 1.4633 -0.3462
Cl -3.2200 -1.7233 -0.1670
H 0.5674 -1.2257 -0.6171
H 0.6185 1.7083 0.8001
H 2.9441 -1.0340 -0.0549
H 2.8833 0.7023 -0.0627
H 2.6226 -0.5555 -1.6655
H -3.5326 0.3150 1.9868
```

=====

This record from the Open Molecules 2025 dataset describes a molecular structure, C5H10O in a non-equilibrium geometry. The level of theory is ωB97M-V/def2-TZVPD.

Summary:
Energy, hartree: -271.45706
ΔE to the lowest compared entry with this formula, charge and spin, eV: 8.042
Highest occupied orbital energy, eV: -9.71
M, g/mol: 86.13
Max |F|, eV Å⁻¹: 13.5
HOMO-LUMO gap, eV: 10.499

The geometry in XYZ format:
```
16
C5H10O ωB97M-V/def2-TZVPD
C -1.7979 -0.9878 0.1330
C 0.0760 0.3502 -0.5190
C 1.0905 -0.3617 0.1383
C 2.2680 -0.5652 -0.1086
C -0.3951 1.6556 0.1547
H -3.1027 -0.4412 0.1960
H -1.6664 -0.5431 1.0862
H -1.9545 -2.2352 0.1532
H 0.7198 0.5563 -1.6088
H 0.8813 -0.8462 1.5487
H 2.8319 -0.2705 -1.2692
H 3.1358 -1.3449 0.3987
H -0.8107 1.3288 0.9652
H -1.0685 2.0765 -0.5035
H 0.7846 2.0771 0.2016
O -0.9921 -0.4488 -0.9666
```